Below is a 2-piece molecular cluster, C3H5NO2S overall in a non-equilibrium geometry, with properties calculated with ωB97M-V/def2-TZVPD.

Calculated values
* orbital gap: 8.08 eV
* E_tot: -19608.7866 eV
* highest occupied orbital energy: -9.51 eV

The geometry in ORCA input format:
```
! wB97M-V def2-TZVPD RIJCOSX def2/J DEFGRID3
* xyz 0 1
C -1.0033 -0.3417 -1.0544
C -0.9796 -0.5437 1.7538
C 1.1481 0.0127 -0.0394
N -0.1397 -0.4841 -0.0460
O -0.7336 0.2031 -2.0977
O 1.3919 1.3838 -0.0663
S -0.1332 0.0804 2.8717
H -1.9454 -0.9163 -0.7017
H -1.9254 -0.5737 1.4740
H 1.4673 -0.4194 0.8780
H 1.5520 -0.4266 -0.9346
H 1.0860 1.6886 -0.9667
*
```

---

Below is C27H53AlBr2CaCl12F2I2N4O9P2 as an isolated structure in a non-equilibrium geometry, with properties calculated with ωB97M-V/def2-TZVPD.

Calculated values
* orbital gap: 2.62 eV
* E_tot: -408812.8665 eV
* highest occupied orbital energy: -11.28 eV

The geometry in ORCA input format:
```
! wB97M-V def2-TZVPD RIJCOSX def2/J DEFGRID3
* xyz 2 1
O 0.7889 -5.4087 0.5398
N 1.0754 -4.7679 -0.4849
O 1.1811 -3.4659 -0.1663
C 1.9137 -2.7201 -1.2463
C 1.6891 -1.0630 -1.1023
C 3.1067 -0.6178 -0.3089
C 3.3227 -1.4482 1.1147
C 4.5827 -2.5453 1.0243
O 4.1407 -3.9435 1.1732
O 0.7048 -0.8453 -0.1574
C -0.6440 -0.5267 -0.2715
F -1.1585 -0.6450 1.1617
C -1.0316 1.0750 -0.5824
C -2.3612 1.2795 -1.5133
C -3.7992 1.0948 -0.6774
C -4.8795 2.2963 -1.1106
O -5.6847 1.9039 -2.3089
P -1.8513 -1.7445 -1.1619
O -1.0898 -2.8279 -2.2537
Cl -2.6682 -3.0684 0.3543
C 1.6772 -0.3029 -2.5830
I 3.2500 -1.3128 -3.8163
C 2.1834 1.2893 -2.4775
C 3.7430 1.5650 -2.8151
C 4.0418 3.1256 -2.2747
O 5.0824 3.6917 -3.1951
O 0.3820 -0.2146 -3.2214
C 0.2495 -0.5109 -4.6110
I 1.0670 1.0165 -6.0211
C -1.3958 -0.3757 -4.9360
C -1.6372 -1.1112 -6.3933
C -2.3618 -2.5758 -6.0537
F -3.7482 -2.2779 -5.5793
H 1.4717 -3.1591 -2.2366
H 3.0731 -3.0017 -1.2643
H 4.0654 -0.8229 -0.9380
H 3.1037 0.5099 0.0119
H 3.6986 -0.6626 1.9329
H 2.3444 -1.9072 1.5556
H 5.1477 -2.4823 -0.0158
H 5.4083 -2.3128 1.8431
H 4.7709 -4.4620 0.5592
H -0.1658 1.6667 -1.0929
H -1.2582 1.6713 0.4288
H -2.3634 2.4404 -1.8020
H -2.3532 0.7196 -2.5407
H -3.6497 1.0499 0.4823
H -4.2720 0.0985 -1.1309
H -4.3162 3.2986 -1.3553
H -5.6580 2.5145 -0.2619
H -5.1504 1.2814 -2.8966
H -1.0751 -2.5314 -3.2072
H 1.5371 2.0044 -3.1827
H 1.9867 1.7334 -1.3859
H 4.5255 0.9172 -2.1906
H 4.0209 1.6236 -3.9672
H 3.0402 3.7103 -2.4299
H 4.4545 3.1469 -1.1763
H 5.1217 4.6889 -3.1066
H 0.4777 -1.6171 -4.9664
H -2.0607 -0.7979 -4.0738
H -1.6156 0.7875 -5.0385
H -0.6538 -1.3398 -6.9873
H -2.3143 -0.4554 -7.1097
H -1.7723 -3.1210 -5.1954
H -2.3921 -3.2811 -6.9917
Ca -2.2847 3.8408 -0.4897
O -1.1185 2.1514 5.2693
P -1.0538 0.6775 5.7391
N -2.5417 0.3068 4.9414
C -3.5645 -0.6506 5.3519
C -2.4638 0.3117 3.4794
N -1.4311 1.1331 7.3737
C -2.6320 0.7172 8.0865
C -1.1518 2.5250 7.7658
N -0.9795 -1.0169 6.2792
C -0.0334 -1.2427 7.4044
C -0.4780 -1.9179 5.2161
H -3.2563 -1.6922 5.2370
H -4.4821 -0.5228 4.7650
H -3.8982 -0.5129 6.3762
H -1.9267 -0.5602 3.0994
H -1.9446 1.2024 3.1120
H -3.4565 0.3200 3.0142
H -3.5306 1.1918 7.6876
H -2.5642 0.9778 9.1530
H -2.7496 -0.3698 8.0900
H -1.9194 3.2104 7.3801
H -0.1720 2.8504 7.4007
H -1.1185 2.6401 8.8551
H 0.9704 -0.8823 7.1520
H 0.0290 -2.3076 7.6574
H -0.3425 -0.7564 8.3335
H 0.4726 -1.5579 4.8089
H -1.1851 -2.0195 4.3938
H -0.3329 -2.9377 5.5929
C 3.7153 2.5687 3.5542
Cl 4.4389 0.9430 3.4655
Cl 4.8530 3.6823 4.3543
Cl 3.3689 3.1553 1.9079
Cl 2.2005 2.4943 4.4892
Br 1.0153 3.1093 -4.2903
C 3.1234 6.3140 -4.9445
Cl 3.2280 6.8133 -6.6413
Cl 4.4603 7.0050 -4.0092
Cl 1.5654 6.7928 -4.2499
H 3.1996 5.2245 -4.9009
Br -3.1847 3.8841 -3.5557
Al -5.5847 -1.1520 -5.9613
C -0.1993 -6.6285 -3.5758
Cl -0.0520 -6.2178 -1.8585
Cl -1.6106 -5.8281 -4.2880
Cl 1.2757 -6.1835 -4.4508
H -0.3372 -7.7094 -3.6607
Cl -1.3847 0.6971 -8.2247
*
```

---

Below is C25H35Cl2LuN4O3Se as an isolated structure in a non-equilibrium geometry, with properties calculated with ωB97M-V/def2-TZVPD.

Calculated values
* orbital gap: 7.77 eV
* E_tot: -162614.6931 eV
* highest occupied orbital energy: -7.49 eV

The geometry in ORCA input format:
```
! wB97M-V def2-TZVPD RIJCOSX def2/J DEFGRID3
* xyz 0 1
O -1.6455 -0.7090 1.2282
C -2.6858 -1.3658 1.8431
C -2.1884 -2.2815 2.9872
C -0.8195 -2.5008 3.1777
H -0.0947 -1.9577 2.5665
C -0.3781 -3.4469 4.1087
H 0.6958 -3.6157 4.2191
C -1.3020 -4.1600 4.8801
H -0.9553 -4.9079 5.5953
C -2.6751 -3.9226 4.7218
H -3.4027 -4.4776 5.3207
C -3.1099 -2.9725 3.7927
H -4.1760 -2.7677 3.6555
H -3.3829 -0.6366 2.2991
C -4.4363 -1.2985 -0.0575
C -3.5145 -2.1210 0.7907
H -5.2211 -1.9277 -0.4974
H -3.8827 -0.8322 -0.8894
H -4.9066 -0.5062 0.5379
C -3.2224 -3.4065 0.5214
C -3.6820 -4.1834 -0.6673
H -2.5313 -3.9439 1.1755
H -4.2717 -5.0544 -0.3534
H -2.8137 -4.5694 -1.2176
H -4.2822 -3.5953 -1.3717
Lu -0.6098 -0.3262 -0.5629
Cl 1.4834 -1.5428 0.1380
Cl -1.6135 -1.9417 -2.1441
C 1.0633 -0.4381 -3.1136
O 0.4460 0.4661 -2.4706
N 1.6540 -0.2569 -4.2826
C 1.7046 1.0552 -4.9225
C 2.2870 -1.3594 -4.9977
H 1.1368 -1.4499 -2.6849
H 1.1561 1.7672 -4.3073
H 1.2582 0.9926 -5.9211
H 2.7488 1.3743 -5.0351
H 2.2314 -2.2665 -4.3905
H 3.3381 -1.1250 -5.2013
H 1.7738 -1.5368 -5.9504
H -3.4062 4.0110 -2.2717
H -3.5511 5.1183 0.1332
C -3.8962 3.1725 -1.7597
C -3.8352 4.1359 0.5344
N -3.4307 3.0737 -0.3782
H -3.6647 2.2408 -2.2774
C -2.5451 2.1442 -0.0508
O -2.0711 1.3303 -0.8960
H -3.3551 3.9847 1.5053
H -2.2109 2.1081 0.9993
H -4.9747 3.3524 -1.7569
H -4.9239 4.1237 0.6672
C 3.1936 1.1815 -1.1668
N 3.5732 1.6254 0.1517
C 2.6959 1.9996 1.1442
Se 0.8915 2.2432 1.0170
N 3.5090 2.3130 2.2124
C 4.8629 2.2292 1.8734
C 6.0002 2.7507 2.4806
C 7.1808 2.7686 1.7257
C 7.2087 2.3133 0.3965
C 6.0539 1.8117 -0.2151
C 4.8982 1.7725 0.5610
H 2.8855 0.1295 -1.1147
H 4.0530 1.2836 -1.8349
H 2.3517 1.7794 -1.5293
H 3.1357 2.6468 3.0933
H 5.9408 3.1212 3.5015
H 8.1064 3.1487 2.1547
H 8.1375 2.3574 -0.1714
H 6.0130 1.4778 -1.2486
*
```